ORCA calculation (ωB97M-V/def2-TZVPD) on a cluster of 7 separate species, C15H47BO6 in total.

```
69
Properties=species:S:1:pos:R:3
H 1.48856 -3.78665 2.33767
H 1.21144 -4.52951 -1.33561
H 0.80295 -0.08904 3.74684
H -1.10892 -2.99496 -1.03079
H 4.66380 -1.53692 2.14787
H -1.92171 2.95871 3.36005
H 1.55103 0.90099 -1.78536
H -0.59551 -2.92584 -3.30609
H -3.93076 1.27665 1.88064
H 3.89025 -2.62818 3.19861
C 1.37957 -2.14974 -2.99668
H -3.62538 3.14098 3.29030
C 0.15794 -3.01415 -2.52338
H -0.32510 -0.88881 -0.73510
H 1.96240 -1.86608 -2.12035
O 0.07820 -0.28447 -0.10763
C 3.68626 -1.75608 2.57738
H 0.90631 -0.63000 0.23362
H 1.12051 2.10785 1.13506
H 1.96026 -2.58911 -3.80776
H 1.53817 2.60630 -1.95903
H 2.10319 3.52241 3.96912
C 1.61893 1.73648 2.83480
H 3.23118 -0.63641 0.45138
C -2.69499 0.23488 -3.45378
H -3.08304 -0.42143 -5.54498
H -1.08735 1.17661 -2.88656
H -1.06318 1.01683 1.91635
H -1.46857 2.73843 0.76148
C 0.49276 -4.48712 -2.15402
C -3.48967 1.61240 -3.51662
O 0.78772 1.52940 1.82517
H 1.02858 -1.16283 -3.29819
H -1.64577 -1.15521 -4.87742
C 1.04472 0.93539 4.03003
H -1.52762 0.44118 -5.34976
H -3.52385 2.08820 -2.53655
H -4.51966 1.42009 -3.81699
H -3.04137 1.73688 4.05486
B 1.40126 1.81738 -1.23578
C 2.77508 -2.25571 1.41433
H 0.90441 -2.15220 2.38367
C 1.38636 -2.88397 1.73533
H 2.63093 1.36936 2.66399
H 3.22742 -0.93954 3.13491
C -2.83921 2.39065 3.20644
O 2.43187 -1.10476 0.70309
C -2.88607 1.58189 1.94026
H -0.38127 -5.12964 -2.04758
H -3.12948 3.18674 0.54138
H 1.08171 -4.90224 -2.97190
H -3.33421 -0.55053 -3.05052
H 1.92961 3.92496 2.31585
H 0.39047 1.90321 -0.86811
O -1.56003 0.37586 -2.64785
O -1.89323 0.55186 2.04453
C -2.47592 2.32771 0.69315
C 1.55961 3.23085 3.07044
H -2.50156 1.71335 -0.20685
H 1.82013 0.98300 4.79460
H 0.10526 1.39121 4.34269
H 3.28919 -2.98437 0.78755
C -2.23782 -0.24002 -4.88106
H -3.03899 2.28601 -4.24548
H 0.26614 0.54471 -0.55343
H 0.74727 -3.10201 0.87969
H 2.12827 1.88441 -0.44130
H 0.54085 3.57898 3.24085
O -0.39005 -2.44530 -1.35126
```

Results
* HOMO level: -9.3 eV
* energy: -1075.8119 Ha
* charge: 0
* Kohn-Sham gap: 9.7 eV

Here are the Löwdin charges for atoms 1 to 6, given in e:
1 H 0.081
2 H 0.076
3 H 0.068
4 H 0.116
5 H 0.081
6 H 0.068

***

ORCA calculation (ωB97M-V/def2-TZVPD) on a cluster of 5 separate species, C15H47N2O19P4S in total.

```
88
Properties=species:S:1:pos:R:3
H 1.38513 0.85649 -1.88844
O -7.56869 5.23445 2.53870
H -8.68578 6.60100 0.36989
H 7.08690 0.32366 -1.22829
C -1.03114 -1.00606 -3.14964
H 1.17371 -4.61260 0.38785
H -0.26853 -7.11417 -2.28355
H -9.55809 5.06439 0.56871
C -1.70385 6.50086 2.42589
O -0.77077 -8.84055 0.32404
O 10.52411 -0.73652 -0.76985
P -0.58564 4.84589 0.63093
H -8.88278 2.81418 -0.85826
H 8.67641 -1.60996 -1.25387
H -1.53279 1.62170 1.78865
H -9.58623 2.62267 0.76849
P 0.63734 -8.02773 0.12459
O -7.48235 2.58672 0.66451
H -0.35814 -5.47845 0.18143
C 2.96938 -0.04806 0.32038
H 10.11087 -2.29619 -2.03127
H -2.75643 6.73726 2.27460
H 1.55603 -1.54165 0.94698
O 1.40089 -6.58358 -0.18281
N 0.62899 -0.62664 -0.71278
H 2.34547 -1.92309 -0.53882
O 8.88982 0.98082 -0.42329
S 0.14079 -1.77452 -2.04269
C 7.46142 0.80484 -0.32321
C 0.65064 -5.35531 -0.21612
H 0.56091 1.36443 -0.49944
H -9.48005 5.90831 3.02874
O -5.78085 3.82478 1.77081
H 9.89382 -3.03515 0.60904
H -3.65830 4.36374 -0.89678
H 9.49217 -0.72005 -2.56050
H -8.45339 5.44880 4.39830
H 0.17346 -8.50322 -3.28714
C -1.89664 -8.55884 -0.52665
H -9.00901 5.56925 -1.03550
O -0.57837 3.20938 0.87825
H -1.80101 -9.11242 -1.46129
C 0.52902 -7.82551 -2.51347
P 9.91040 0.06734 0.51027
O 4.22774 -0.44651 -0.20140
C 1.88244 -1.09572 0.00506
H -0.15089 -0.67447 -0.05192
O -0.47949 -2.85498 -1.35138
H -2.45373 2.38699 0.47866
O 0.77590 5.05570 0.12304
H 7.00200 1.78732 -0.23055
H -3.27915 4.82484 0.76505
N 0.60707 0.68646 -1.25926
H -0.72415 -1.34588 -4.14034
O 1.50482 -8.65524 1.12208
O 10.08878 -1.19126 1.54775
H -0.99489 0.08170 -3.14963
O 10.85098 1.05044 1.04806
O -1.05752 6.33323 1.13568
H 2.80110 0.96425 -0.04194
O -1.66342 4.77319 -0.57998
H 4.37499 -1.38332 -0.03158
C 9.64613 -1.37006 -1.69792
H 7.17697 0.20374 0.54230
H -2.32329 3.17619 2.06667
O 0.90692 -8.60121 -1.37716
H 9.31114 -2.94428 2.27840
C -1.79615 2.57460 1.32877
H -8.85901 1.23770 -0.05190
H -9.20368 4.19559 3.40169
C -8.74634 5.18497 3.38470
H -1.62685 5.60851 3.04723
H -2.79522 -8.89120 -0.01329
H -1.22449 7.32795 2.94376
C -3.04809 5.02160 -0.28254
H -2.03545 -1.36323 -2.93070
O 1.29369 -2.11898 -2.79752
P -7.22697 3.98500 1.49971
H 1.39579 -7.28045 -2.89073
C 9.36364 -2.41319 1.33118
C -8.78178 2.31071 0.10370
H -1.99109 -7.49313 -0.73734
O -7.49387 4.91718 0.18616
H 8.34758 -2.22694 0.98065
H 3.09541 0.01236 1.40669
H -3.29395 6.05616 -0.51915
C -8.75814 5.56994 0.02304
H 0.58564 -4.99701 -1.24120
```

Results
* HOMO level: -11.4 eV
* energy: -3902.0551 Ha
* charge: +1
* Kohn-Sham gap: 7.7 eV

Here are the Löwdin charges for atoms 1 to 6, given in e:
1 H 0.135
2 O -0.230
3 H 0.093
4 H 0.078
5 C -0.082
6 H 0.077

***

ORCA calculation (ωB97M-V/def2-TZVPD) on a structure of composition C15H48N8O9.

```
80
Properties=species:S:1:pos:R:3
H 9.23684 1.58554 22.62634
H 16.15495 0.95185 24.97508
O 10.42705 2.59793 27.79784
N 13.89888 3.47629 27.98300
H 14.75182 2.66935 25.48009
C 18.62042 4.45429 25.41354
N 11.50727 5.16713 24.84802
H 19.01217 1.96239 26.20166
O 12.98990 4.71217 23.33522
H 14.91990 3.94206 29.93662
H 10.69099 1.69321 21.65293
N 10.16002 1.96356 22.46846
N 11.83703 3.14094 22.95490
H 15.37876 3.08408 23.06753
H 9.06376 3.29473 25.01803
O 16.38657 3.93862 26.20910
C 17.78710 3.69697 26.43564
C 14.91864 2.18248 22.66318
H 10.96034 3.04770 24.78414
H 18.11235 3.96686 27.44037
H 13.41179 3.12268 27.17196
H 13.10763 6.51591 25.85334
O 16.77270 1.10810 21.74318
C 15.93479 1.06252 22.82062
H 13.37567 3.54176 28.84443
H 16.84966 0.98134 26.90599
H 15.41397 0.10500 22.82102
H 16.77925 -0.38167 25.79879
H 17.29426 1.91285 21.69879
C 10.20641 2.85593 26.62476
O 15.78213 2.60589 27.21113
H 17.26316 1.70824 25.77665
H 15.89475 3.38782 26.82254
H 15.03294 7.40947 28.09876
C 15.11864 3.17259 28.10051
H 17.87636 1.80002 27.45945
H 14.63303 2.37926 21.62983
H 14.57677 0.71144 25.29661
H 16.43585 3.05341 29.57227
H 17.56645 0.41308 24.00444
C 12.68147 5.21844 24.34619
H 11.41594 5.57155 25.76901
O 14.24465 1.25312 27.24239
C 17.97486 2.19063 26.44662
H 14.37137 6.31073 24.68330
N 9.04206 3.03405 25.99357
H 18.40021 4.31374 24.35531
H 17.28075 2.10630 24.28057
N 11.13029 2.78524 25.74452
O 14.34921 7.20979 27.45515
H 12.60992 6.21406 27.97669
H 13.90691 4.12403 25.89128
C 13.75474 3.10686 25.53033
H 14.61447 -1.81353 25.89880
H 12.28142 3.99450 23.26156
H 12.29702 2.59493 22.24049
N 15.50698 3.37570 29.34108
C 16.28844 0.08130 26.65487
H 10.74838 4.74818 24.32970
H 14.77685 2.05169 27.26794
H 14.04057 1.97416 23.27449
H 16.48278 -0.53614 27.53186
H 13.76676 5.29168 27.04275
N 13.44659 6.07205 25.01179
O 9.89822 3.50234 24.07960
H 18.51058 5.53210 25.53334
C 16.77573 1.15684 24.10290
H 13.41338 3.08472 24.49539
C 14.01231 -1.02194 26.34474
C 10.58331 2.92085 23.23271
H 14.01597 5.55412 28.77046
H 13.36796 1.52497 26.59829
H 12.10220 2.70454 26.00718
C 13.67495 6.02181 27.84685
H 8.19637 2.68843 26.42422
O 12.96222 2.37819 26.42799
H 13.76051 -1.43786 27.32030
C 14.77509 0.34282 26.30304
H 13.05716 -0.90410 25.83298
H 19.66539 4.19063 25.57663
```

Results
* HOMO level: -7.1 eV
* energy: -1714.5129 Ha
* charge: 0
* Kohn-Sham gap: 7.3 eV

Here are the Löwdin charges for atoms 1 to 6, given in e:
1 H 0.128
2 H 0.014
3 O -0.008
4 N 0.206
5 H 0.116
6 C -0.049